C33H22Cl8N4O2V | ωB97M-V/def2-TZVPD

```
70
Properties=species:S:1:pos:R:3
V -0.36860 0.07951 -0.13292
N -2.02460 -2.57067 -3.39762
C -1.68983 -1.69394 -2.41480
O -0.63212 -1.81206 -1.81075
C -2.64798 -0.59241 -2.07573
C -2.43481 -0.26057 -0.60560
H -1.36420 -3.28598 -3.64720
H -2.88317 -2.47156 -3.90431
H -3.67470 -0.87540 -2.35215
H -2.37983 0.26159 -2.70626
H -2.77254 -1.10399 0.00807
H -3.04192 0.60084 -0.31750
Cl 6.35133 -2.97203 5.06066
C 5.06443 -3.10942 3.86375
C 4.27845 -2.00877 3.56331
C 3.27494 -2.11423 2.62198
Cl 2.31373 -0.67723 2.34267
C 2.96692 -3.31293 1.88426
O 2.07912 -3.40770 1.02070
C 3.82264 -4.40622 2.29692
Cl 3.53612 -5.95726 1.53181
C 4.83154 -4.31748 3.22702
H 4.44375 -1.06497 4.06478
H 5.43485 -5.18631 3.45579
C 3.35828 -0.64530 -2.43534
C 3.01363 -0.11137 -3.67260
C 1.81231 0.56650 -3.80990
C 0.93934 0.67949 -2.72599
C 1.22853 0.08137 -1.49231
C 2.47176 -0.54326 -1.37017
C -0.28351 1.51375 -2.77801
C -0.84036 1.96015 -3.95720
C -1.95626 2.79621 -3.95272
C -2.47693 3.22217 -2.70336
C -3.56207 4.10595 -2.59242
C -4.04521 4.52614 -1.36101
C -3.42984 4.06413 -0.20639
C -2.35657 3.18414 -0.28725
C -1.85753 2.72093 -1.51073
N -0.80721 1.82892 -1.54174
H 4.31012 -1.14733 -2.30067
H 3.68599 -0.20348 -4.51979
H 1.57377 1.03474 -4.75837
H 2.76744 -0.97431 -0.41760
H -0.41110 1.63391 -4.89631
H -2.41357 3.14084 -4.87303
H -4.02253 4.46169 -3.50956
H -4.88666 5.20770 -1.30408
H -3.78042 4.38177 0.76898
H -1.88315 2.84380 0.61934
N -0.58921 -3.27849 3.01225
C -1.00490 -3.95242 1.88617
C -1.07732 -3.01360 0.91118
N -0.71567 -1.78205 1.41496
C -0.42509 -1.98642 2.67197
H -0.38424 -3.67649 3.90926
H -1.18676 -5.01038 1.88425
H -1.29960 -3.14214 -0.12692
H -0.09112 -1.23809 3.36883
Cl 1.99250 2.45982 0.40419
C 0.75661 2.39793 1.62500
C -0.24738 1.42948 1.54054
C -1.17783 1.51319 2.57660
Cl -2.60233 0.49287 2.56643
C -1.12084 2.43650 3.62403
Cl -2.31525 2.46086 4.88440
C -0.09323 3.36929 3.65662
Cl 0.00419 4.53299 4.93546
C 0.84589 3.36062 2.63176
Cl 2.09986 4.55641 2.63440
```

Properties
multiplicity: 4
net charge: -2
gap between HOMO and LUMO (spin up / spin down): 0.1337 / 0.2282 hartree
molecular weight: 841.13 g/mol
<S²>: 3.806
ΔE to the lowest compared entry with this formula, charge and spin: 0.787 eV